Density functional theory data (wB97M-V/def2-TZVPD) for a molecular structure, C2H4NiO3.

Structure (ORCA input):
```
! RIJCOSX wB97M-V def2-TZVPD def2/J DEFGRID3
* xyz 2 3
Ni -1.910 -0.801 -1.021
O 0.015 -1.127 -1.593
O -0.200 -0.291 0.308
O 0.434 1.012 -1.356
C 0.092 0.559 1.444
C 0.429 -0.072 -0.846
H 0.907 0.072 1.985
H -0.859 0.630 1.978
H 0.390 1.585 1.216
H 0.703 -1.566 -2.115
*
```

Properties
gap between HOMO and LUMO (spin up / spin down): 8.34 / 6.17 eV
HOMO level (spin up / spin down): -21.56 / -21.42 eV

***

Density functional theory data (wB97M-V/def2-TZVPD) for 2 unconnected molecules or ions with the total composition C5H7IN.

Structure (ORCA input):
```
! RIJCOSX wB97M-V def2-TZVPD def2/J DEFGRID3
* xyz 1 1
I -0.490 -0.239 3.106
N 0.192 0.600 -0.493
C -1.069 0.935 -0.298
C 1.078 -0.292 -0.842
C -1.438 2.172 0.144
C 1.524 0.892 -0.227
C 1.188 -1.744 -1.144
H 0.175 -1.597 3.373
H -2.351 2.639 0.352
H -1.893 0.172 -0.504
H 0.718 -1.926 -2.151
H 0.647 -2.363 -0.322
H -0.598 2.786 0.431
H 2.317 -2.036 -1.424
*
```

Properties
gap between HOMO and LUMO: 7.03 eV
energy above the lowest of the compared OMol25 structures with the same formula, charge and spin: 443.4 kJ/mol
HOMO level: -13.45 eV

***

Density functional theory data (wB97M-V/def2-TZVPD) for a molecular structure, C29H36N3O3RuS3.

Structure (ORCA input):
```
! RIJCOSX wB97M-V def2-TZVPD def2/J DEFGRID3
* xyz 1 5
Ru 0.658 0.636 -0.659
S -1.218 -1.327 -2.023
S -2.787 0.582 0.988
S 1.946 1.612 2.861
O 0.419 2.325 -0.921
O 1.217 1.059 1.660
O -1.403 0.939 0.544
N -3.823 -1.045 -2.791
N -2.954 -2.936 -3.341
N 2.314 -1.107 -0.390
C 2.486 0.110 -5.061
C 3.030 -1.176 0.889
C -1.607 -3.178 1.879
C -4.002 -3.212 1.612
C -3.994 -1.852 1.339
C 3.582 3.753 3.205
C -1.591 -1.820 1.606
C 2.125 3.851 1.264
C -4.810 -1.754 -3.452
C 3.268 -0.940 -1.507
C 1.511 0.516 -2.488
C 3.077 -0.535 -3.988
C 1.415 0.972 -4.851
C -1.992 -4.009 -3.499
C 4.091 5.001 2.884
C -2.677 -1.766 -2.720
C -2.900 1.179 2.701
C 0.640 2.179 4.007
C -2.786 -1.170 1.345
C -0.719 2.381 3.343
C -2.810 -3.872 1.880
C -1.571 1.117 3.447
C 2.591 -0.337 -2.699
C 2.654 5.096 0.951
C 3.626 5.669 1.758
C -4.265 -2.935 -3.794
C 1.546 -2.353 -0.577
C 2.596 3.204 2.395
C 0.933 1.180 -3.570
H 0.807 -2.427 0.221
H 2.303 5.616 0.069
H 2.314 -1.273 1.702
H 0.960 1.486 -5.688
H -3.648 0.534 3.165
H 1.039 3.096 4.441
H 3.922 -1.195 -4.147
H -1.127 -3.653 -4.056
H -0.997 0.244 3.133
H 4.033 6.639 1.505
H -2.820 -4.934 2.091
H -2.470 -4.823 -4.038
H 4.859 5.446 3.504
H -5.794 -1.356 -3.621
H 3.706 -2.039 0.897
H 2.865 -0.051 -6.062
H -1.813 0.961 4.502
H 1.377 3.385 0.635
H 4.062 -0.274 -1.161
H -0.682 -3.701 2.088
H 3.950 3.211 4.069
H 0.108 1.860 -3.404
H -3.893 -0.116 -2.415
H 3.733 -1.904 -1.743
H -1.223 3.182 3.889
H -4.937 -3.757 1.610
H -0.666 -1.254 1.588
H -3.311 2.189 2.654
H 3.610 -0.267 1.038
H 2.188 -3.241 -0.552
H -4.916 -1.328 1.116
H -1.662 -4.358 -2.522
H 0.584 1.432 4.801
H 1.022 -2.305 -1.527
H -4.682 -3.774 -4.321
H -0.615 2.711 2.308
*
```

Properties
gap between HOMO and LUMO (spin up / spin down): 8.50 / 7.01 eV
energy above the lowest of the compared OMol25 structures with the same formula, charge and spin: 155.0 kJ/mol
HOMO level (spin up / spin down): -10.14 / -10.13 eV

***

Density functional theory data (wB97M-V/def2-TZVPD) for a single CHFS2 molecule.

Structure (ORCA input):
```
! RIJCOSX wB97M-V def2-TZVPD def2/J DEFGRID3
* xyz 0 1
S -2.059 0.775 0.456
S 0.299 -0.017 -0.367
F 2.327 -1.021 0.958
C 1.757 -0.626 -0.152
H -2.324 0.890 -0.894
*
```

Properties
gap between HOMO and LUMO (spin up / spin down): 6.87 / 6.87 eV
energy above the lowest of the compared OMol25 structures with the same formula, charge and spin: 298.7 kJ/mol
HOMO level (spin up / spin down): -9.30 / -9.30 eV

***

Density functional theory data (wB97M-V/def2-TZVPD) for 4 unconnected molecules or ions with the total composition CH10O3.

Structure (ORCA input):
```
! RIJCOSX wB97M-V def2-TZVPD def2/J DEFGRID3
* xyz -1 2
O -2.136 0.738 1.305
O -0.703 -1.623 0.561
O 1.728 -2.193 -0.462
C 0.500 2.073 -0.715
H 0.251 -1.686 0.546
H -2.238 0.032 2.092
H 1.925 -2.512 0.393
H 1.024 1.171 -0.578
H -0.476 1.868 -1.149
H 2.436 -1.630 -0.957
H -0.722 -2.164 -0.271
H -2.858 0.643 0.720
H 0.485 2.677 0.174
H 0.785 2.607 -1.659
*
```

Properties
gap between HOMO and LUMO (spin up / spin down): 2.91 / 10.36 eV
energy above the lowest of the compared OMol25 structures with the same formula, charge and spin: 132.8 kJ/mol
HOMO level (spin up / spin down): 0.83 / -6.77 eV

***

Density functional theory data (wB97M-V/def2-TZVPD) for 2 unconnected molecules or ions with the total composition C2H6IO2.

Structure (ORCA input):
```
! RIJCOSX wB97M-V def2-TZVPD def2/J DEFGRID3
* xyz -1 1
I -1.996 2.811 -2.475
O -0.509 1.230 0.324
O 0.733 -0.820 1.837
C 0.129 0.248 -0.415
C 0.289 -1.008 0.497
H 1.093 0.692 -0.666
H -0.517 -0.003 -1.256
H 0.939 -1.773 0.072
H 1.270 -1.607 1.951
H -0.638 -1.580 0.515
H -0.793 1.810 -0.385
*
```

Properties
gap between HOMO and LUMO: 6.84 eV
energy above the lowest of the compared OMol25 structures with the same formula, charge and spin: 81.8 kJ/mol
HOMO level: -3.71 eV